1.
{
  "formula": "C24H28BCl45O6",
  "method": "ωB97M-V/def2-TZVPD",
  "gap_ha": 0.3685,
  "elements": ["Cl", "H", "O", "H", "H", "H", "Cl", "Cl", "C", "Cl", "C", "Cl", "Cl", "H", "H", "H", "C", "H", "C", "Cl", "H", "Cl", "C", "Cl", "Cl", "H", "C", "H", "H", "Cl", "Cl", "Cl", "H", "Cl", "C", "C", "Cl", "Cl", "C", "C", "C", "H", "Cl", "H", "H", "C", "Cl", "Cl", "C", "Cl", "C", "H", "Cl", "C", "B", "Cl", "Cl", "H", "H", "Cl", "Cl", "Cl", "C", "H", "Cl", "Cl", "Cl", "H", "Cl", "Cl", "Cl", "Cl", "Cl", "C", "Cl", "H", "Cl", "O", "Cl", "H", "C", "Cl", "O", "Cl", "Cl", "H", "H", "C", "C", "C", "C", "O", "C", "H", "Cl", "H", "O", "Cl", "O", "Cl", "C", "Cl", "H", "Cl"],
  "xyz": [[5.9840, -1.2153, -0.1342], [4.3882, -4.3814, 3.4980], [-1.8409, -1.8193, -1.0125], [2.7158, -3.4905, -3.0835], [0.3632, 6.0764, 8.0184], [0.6789, 1.2458, 3.2925], [-1.4022, 7.0201, 9.2325], [5.5668, -3.7930, 1.5546], [7.3386, -0.2948, 0.5215], [0.6223, 0.6005, -5.9862], [-3.0358, 1.9262, 6.1243], [-0.9425, 5.6746, 5.3374], [4.7286, -10.3541, -1.1111], [-0.1869, -1.2564, 3.2740], [1.5218, -0.9633, 3.4792], [-2.3207, -2.5174, 2.9722], [2.4519, -3.5710, -2.0362], [-0.5894, 3.3668, 5.5571], [0.6316, 0.5973, 2.4149], [-3.3745, 6.2505, -3.3238], [-3.7288, -1.0390, 4.0729], [6.7720, 0.8928, 1.6983], [-2.7843, -1.7531, 2.3397], [-2.1155, 6.9312, -8.8146], [-4.1148, 3.4527, -3.5720], [8.0011, -0.9851, 1.0296], [-0.9922, -4.8438, 0.7641], [-0.5204, 1.9105, 1.4853], [-2.8938, 2.9206, -1.2181], [0.4686, 3.8879, 3.5338], [-4.5625, -1.7217, -6.9617], [-4.4427, 0.9878, 6.6230], [1.5482, 0.7894, 1.8271], [-2.2643, 4.0420, -6.5885], [-0.2549, -0.1278, -7.3340], [-4.0498, -1.2981, 3.0562], [7.6054, -6.3901, 5.4774], [-1.5414, 1.0411, 6.4703], [0.2837, 6.5571, 8.9853], [0.7002, -0.8892, 2.7615], [-3.5085, 3.2052, -7.5213], [0.9580, -1.0468, 0.5981], [3.8575, -2.1195, 3.2047], [-2.1506, -0.8658, 2.2574], [-6.4893, -2.8225, -6.2124], [0.3938, -3.0000, 1.2737], [-3.5282, 1.4854, -7.1158], [6.2884, -3.2716, 4.3098], [-0.7963, -3.3427, 0.7774], [2.5044, -8.4868, -1.0899], [-4.5706, 5.1155, -3.9536], [-2.5491, -2.1685, -1.5750], [0.8094, -2.9717, -1.8211], [4.1683, -8.7588, -1.6196], [-1.9449, -2.3910, 0.2352], [0.6872, 2.2124, -0.5868], [0.8032, 5.4048, 10.2177], [-3.2703, 3.3101, -8.5731], [4.1892, -8.7225, -2.7014], [-4.6836, 3.5348, 0.1602], [-6.7332, -0.6559, -5.3563], [-4.7281, 7.4912, -9.9480], [1.0898, -1.6855, 1.4742], [-4.7730, -2.1075, 3.1692], [-3.4687, 4.9155, -10.4089], [0.2842, 0.5503, -8.8718], [9.1054, -6.2214, 7.9541], [-4.4718, -0.3891, 2.6308], [8.3471, -3.7887, 6.5619], [3.5825, -2.6042, -1.0908], [-3.1291, 2.3324, 4.4097], [2.2150, 4.5349, -1.4233], [8.2476, 0.4922, -0.7723], [0.0161, 4.1955, 5.2110], [-3.1702, 1.0839, 0.1881], [-2.7254, 7.0368, -11.0729], [1.3282, 7.9793, 8.9810], [1.8068, -4.6152, 2.4018], [-7.2493, -1.5941, -8.0554], [2.1572, -1.9213, 1.5910], [8.8218, -5.4825, 6.3768], [-5.0989, 3.9227, -7.2445], [-0.4780, 0.9380, 1.5927], [-6.1740, 5.4795, -3.3134], [-0.0735, -1.8846, -7.3242], [1.6426, 2.6410, -2.6793], [-1.3045, 0.1040, -7.2155], [1.1255, 3.2466, -1.9454], [0.9809, -4.3652, 1.6463], [4.9496, -3.5100, 3.1831], [-3.1966, 6.6486, -10.1790], [-1.9455, -5.4568, 0.6202], [-3.1150, 2.7987, -0.1648], [-3.0243, 2.8480, 6.6939], [1.4536, 4.2950, 6.2323], [-4.6019, 5.2197, -5.0295], [0.2888, -5.3183, 0.9333], [-0.3186, 3.9292, -2.7047], [-3.0664, -2.2038, 1.0078], [5.2419, -7.5009, -1.0026], [-6.2871, -1.8304, -6.5956], [2.5631, -5.2679, -1.5641], [9.7481, -5.5132, 5.8175], [-1.8414, 3.6234, 0.7620]]
}

2.
{
  "formula": "C24H28F2N",
  "method": "ωB97M-V/def2-TZVPD",
  "de_lowest_ev": 0.554,
  "total_charge": 1,
  "gap_ha": 0.1124,
  "elements": ["H", "C", "H", "H", "F", "C", "H", "H", "F", "C", "H", "H", "C", "H", "H", "H", "C", "H", "C", "C", "H", "H", "H", "H", "C", "C", "H", "H", "H", "C", "C", "H", "C", "C", "H", "C", "C", "H", "H", "C", "H", "C", "H", "C", "C", "H", "H", "C", "C", "H", "C", "H", "C", "N", "C"],
  "xyz": [[-3.0630, -0.5508, 0.0115], [-0.5917, 4.0704, 0.3250], [1.5329, -3.9453, 0.1240], [-4.4939, -2.2516, 0.7791], [-1.5470, 5.6373, 1.8302], [-0.4734, 4.8562, 1.4637], [-1.2786, -3.9541, 1.9865], [1.5340, 1.8710, -1.3002], [-3.6112, 2.9699, -3.7021], [1.5541, -1.0919, 0.3578], [1.1006, 0.8048, -3.1532], [-3.1368, -0.2467, 1.7292], [3.0246, -0.9648, 0.7594], [-1.5150, 4.0811, -0.2387], [4.7879, -2.1934, 0.9781], [-2.0042, 3.4811, -1.7377], [0.1112, 1.2480, -3.2738], [2.5332, 2.6903, 0.4649], [0.5783, 2.3959, -1.1943], [-1.2569, -3.5217, 0.9698], [-3.2153, -4.3852, 0.6231], [-2.5696, 1.2640, -5.3784], [-2.6965, -3.2265, -0.6013], [3.0828, -0.5914, 1.7900], [-1.2672, -1.0096, 1.0526], [-3.4727, -2.3085, 1.1726], [1.5136, -1.2600, -0.7392], [1.0560, -0.1346, 0.5486], [1.0634, -4.1157, 1.8326], [-1.6105, 2.7609, -2.4424], [1.6824, 3.3061, 0.7609], [-3.5544, -2.5333, 2.2422], [-2.7040, -3.4270, 0.4766], [-0.6709, 0.9284, -4.3676], [-0.2977, 0.2241, -5.1105], [3.7491, -2.2987, 0.6555], [-0.5337, -2.1761, 0.9971], [3.4990, -0.2214, 0.1105], [2.6610, 4.1031, 2.4923], [-2.7524, -0.9581, 0.9877], [-0.7788, -0.0400, 1.1758], [0.6635, 4.9008, 2.2659], [3.4986, -4.2988, 1.4404], [3.0265, -3.3151, 1.5258], [-1.9407, 1.5044, -4.5269], [3.7491, -2.6404, -0.3868], [3.0813, -3.0104, 2.5783], [1.7525, 4.0998, 1.8907], [0.5148, 3.2568, -0.0654], [-0.7320, -4.2535, 0.3365], [-0.3257, 2.1643, -2.2652], [0.7011, 5.5314, 3.1487], [1.5605, -3.4493, 1.1142], [0.8468, -2.1783, 1.0375], [-2.3651, 2.4026, -3.5518]]
}

Values of max |F|, in order: 0.1163, 0.0426, all in hartree/bohr.
Values of HOMO, in order: -0.3683, -0.3465, all in Eh.